{
  "formula": "C4H6IP",
  "method": "ωB97M-V/def2-TZVPD",
  "smiles": "C#CCCPI",
  "orbital_gap_ev": 9.38,
  "multiplicity": 1,
  "lumo_ha": 0.01555,
  "relative_energy_ev": 2.7997,
  "elements": ["C", "C", "C", "C", "P", "I", "H", "H", "H", "H", "H", "H"],
  "xyz": [[2.7527, -0.7996, 0.1631], [1.7805, -0.1951, -0.2085], [0.6364, 0.5967, -0.3455], [-0.6715, -0.3133, -0.3228], [-1.9157, 0.9856, 0.0450], [-4.0340, -0.0287, -0.0950], [3.3434, -1.4927, 0.5680], [0.5424, 1.2157, 0.6041], [0.7144, 1.2156, -1.2329], [-0.6475, -1.0037, -1.0919], [-0.5853, -0.9692, 0.5711], [-1.9159, 0.7886, 1.3454]],
  "lowdin_charge": [0.1410, -0.1832, -0.3294, -0.4807, 0.3391, 0.3363, -0.0131, 0.1172, 0.1087, 0.0498, 0.0852, -0.1710]
}